Record 1
Entry from OMol25: a single C3H5NO2 molecule (wB97M-V/def2-TZVPD).

Last column: Mulliken charge in e.
Geometry (Å):
N: 1.56 0.26 0.92  -0.644
C: 1.39 0.06 -0.31  0.194
O: 0.39 -0.70 -0.83  -0.379
C: -0.77 -0.81 -0.04  -0.450
C: -1.47 0.53 -0.04  0.103
O: -0.99 1.54 -0.47  -0.445
H: 2.39 0.85 1.06  0.242
H: 1.99 0.45 -1.14  0.376
H: -0.58 -1.14 1.00  0.324
H: -1.42 -1.56 -0.51  0.308
H: -2.50 0.53 0.36  0.370

## Properties
Relative energy (zero: lowest compared OMol25 entry of this formula, charge and spin), kcal/mol: 38.8
Structure (SMILES): [H]/N=C/OCC=O
Lowest unoccupied orbital energy, Eh: 0.0361
Spin multiplicity: 1
HOMO, eV: -9.88
Frontier orbital gap, eV: 10.86

Record 2
Entry from OMol25: a single C3H5NO2 molecule (wB97M-V/def2-TZVPD).

Last column: Mulliken charge in e.
Geometry (Å):
O: 0.24 -1.50 0.54  -0.504
C: -0.09 -0.14 0.79  0.155
C: 1.27 -0.47 0.42  -0.315
N: -0.55 1.74 -0.51  -0.625
C: -0.79 0.51 -0.36  0.273
O: -1.39 -0.42 -1.12  -0.511
H: -1.01 -1.26 -0.74  0.408
H: -0.40 0.06 1.81  0.377
H: 2.07 -0.40 1.15  0.268
H: 1.56 -0.29 -0.62  0.217
H: -0.89 2.17 -1.36  0.257

## Properties
Relative energy (zero: lowest compared OMol25 entry of this formula, charge and spin), kcal/mol: 54.9
Structure (SMILES): [H]/N=C(\O)[C@@H]1CO1
Lowest unoccupied orbital energy, Eh: 0.0351
Spin multiplicity: 1
HOMO, eV: -10.31
Frontier orbital gap, eV: 11.26

Record 3
Entry from OMol25: a single C3H5NO2 molecule (wB97M-V/def2-TZVPD).

Last column: Mulliken charge in e.
Geometry (Å):
C: -1.27 -0.50 -0.76  -0.656
N: -1.46 0.61 0.55  -0.518
C: -0.30 0.99 0.84  0.148
O: 0.63 0.45 -0.07  -0.270
C: 1.77 -0.16 0.24  0.254
O: 2.46 0.14 1.17  -0.481
H: -1.91 0.01 -1.44  0.331
H: -1.66 -1.36 -0.24  0.337
H: -0.39 -0.88 -1.37  0.194
H: 0.14 1.66 1.59  0.366
H: 1.98 -0.96 -0.49  0.294

## Properties
Relative energy (zero: lowest compared OMol25 entry of this formula, charge and spin), kcal/mol: 80.5
Structure (SMILES): C/N=C\OC=O
Lowest unoccupied orbital energy, Eh: 0.0317
Spin multiplicity: 1
HOMO, eV: -10.52
Frontier orbital gap, eV: 11.38

Record 4
Entry from OMol25: a molecular structure, C3H5NO2 (wB97M-V/def2-TZVPD).

Last column: Mulliken charge in e.
Geometry (Å):
O: 0.48 1.22 1.33  -0.392
C: 0.42 0.40 0.35  0.073
C: 0.93 -1.04 0.39  -0.307
O: -0.19 -1.44 -0.43  -0.373
C: -0.71 -0.16 -0.48  0.489
N: -1.77 0.31 -0.95  -0.597
H: 0.13 1.99 0.45  0.227
H: 0.33 1.87 -0.66  0.097
H: 1.89 -1.29 -0.08  0.240
H: 0.87 -1.45 1.40  0.247
H: -2.38 -0.42 -1.32  0.297

## Properties
Relative energy (zero: lowest compared OMol25 entry of this formula, charge and spin), kcal/mol: 150.7
Lowest unoccupied orbital energy, Eh: -0.0382
Spin multiplicity: 1
HOMO, eV: -9.14
Frontier orbital gap, eV: 8.10

Record 5
Entry from OMol25: a single C3H5NO2 molecule (wB97M-V/def2-TZVPD).

Last column: Mulliken charge in e.
Geometry (Å):
C: -0.01 -1.60 0.14  0.137
C: 0.15 0.76 -0.48  -0.475
C: -0.15 -0.25 0.66  0.252
N: -0.06 -2.61 -0.48  -0.421
O: -0.93 0.63 -1.42  -0.498
O: 0.91 -0.16 1.69  -0.517
H: -0.05 1.76 -0.21  0.287
H: 1.06 0.44 -0.97  0.376
H: -1.14 -0.09 1.05  0.262
H: -0.57 0.55 -2.22  0.292
H: 0.79 0.57 2.25  0.304

## Properties
Relative energy (zero: lowest compared OMol25 entry of this formula, charge and spin), kcal/mol: 54.4
Structure (SMILES): N#C[C@@H](O)CO
Lowest unoccupied orbital energy, Eh: 0.0189
Spin multiplicity: 1
HOMO, eV: -10.88
Frontier orbital gap, eV: 11.39

Record 6
Entry from OMol25: a single C3H5NO2 molecule (wB97M-V/def2-TZVPD).

Last column: Mulliken charge in e.
Geometry (Å):
O: -0.37 0.40 1.59  -0.436
C: -0.42 0.82 0.18  -0.367
C: 0.18 -0.50 -0.35  0.461
O: -0.64 -1.46 0.11  -0.743
C: 0.60 -0.48 -1.77  -0.108
N: 0.99 -0.40 -2.85  -0.390
H: 0.58 0.05 1.54  0.402
H: -1.47 0.98 -0.10  0.263
H: 0.20 1.70 0.07  0.286
H: 1.20 -0.44 0.28  0.109
H: -0.84 -0.67 1.29  0.523

## Properties
Relative energy (zero: lowest compared OMol25 entry of this formula, charge and spin), kcal/mol: 92.4
Lowest unoccupied orbital energy, Eh: 0.0077
Spin multiplicity: 1
HOMO, eV: -9.98
Frontier orbital gap, eV: 10.19

Record 7
Entry from OMol25: 2 unconnected molecules or ions with the total composition C3H5NO2 (wB97M-V/def2-TZVPD).

Last column: Mulliken charge in e.
Geometry (Å):
C: 1.63 0.12 -0.22  -1.079
C: 0.27 0.03 0.37  0.934
O: -0.18 -1.09 0.81  -0.611
N: -0.58 0.99 0.29  -0.660
C: -1.94 -0.61 0.15  0.207
O: -2.48 -0.21 -0.80  -0.263
H: 1.50 -0.07 -1.29  0.247
H: 2.28 -0.62 0.25  0.312
H: 1.98 1.13 -0.06  0.353
H: -0.28 1.77 -0.29  0.200
H: -2.19 -1.44 0.79  0.360

## Properties
Relative energy (zero: lowest compared OMol25 entry of this formula, charge and spin), kcal/mol: 81.8
Lowest unoccupied orbital energy, Eh: 0.0108
Spin multiplicity: 1
HOMO, eV: -9.58
Frontier orbital gap, eV: 9.87

Record 8
Entry from OMol25: 3 unconnected molecules or ions with the total composition C3H5NO2 (wB97M-V/def2-TZVPD).

Last column: Mulliken charge in e.
Geometry (Å):
N: 2.79 1.11 0.11  -0.096
C: 1.67 0.81 -0.03  -0.214
O: -0.98 1.93 0.53  -0.371
C: -1.62 0.93 0.32  -0.061
C: -0.44 -1.76 -0.39  -0.097
O: 0.75 -1.90 -0.49  -0.376
H: 3.75 1.39 0.20  0.301
H: -2.00 0.67 -0.69  0.225
H: -1.89 0.22 1.13  0.216
H: -0.98 -1.92 0.56  0.234
H: -1.07 -1.47 -1.26  0.239

## Properties
Relative energy (zero: lowest compared OMol25 entry of this formula, charge and spin), kcal/mol: 93.7
Lowest unoccupied orbital energy, Eh: 0.0153
Spin multiplicity: 1
HOMO, eV: -9.96
Frontier orbital gap, eV: 10.37

Record 9
Entry from OMol25: a single C3H5NO2 molecule (wB97M-V/def2-TZVPD).

Last column: Mulliken charge in e.
Geometry (Å):
N: -0.23 2.05 -0.58  -0.659
C: -0.20 0.84 -0.25  0.503
C: 1.07 0.07 0.03  -0.274
O: 0.75 -1.28 -0.31  -0.338
C: -0.52 -1.32 0.26  -0.203
O: -1.20 -0.01 -0.02  -0.377
H: -1.19 2.38 -0.70  0.261
H: 1.91 0.41 -0.56  0.286
H: 1.27 0.14 1.12  0.234
H: -1.29 -1.75 -0.33  0.289
H: -0.37 -1.52 1.35  0.277

## Properties
Relative energy (zero: lowest compared OMol25 entry of this formula, charge and spin), kcal/mol: 48.3
Structure (SMILES): [H]/N=C1/COCO1
Lowest unoccupied orbital energy, Eh: 0.0326
Spin multiplicity: 1
HOMO, eV: -10.24
Frontier orbital gap, eV: 11.13

Record 10
Entry from OMol25: 2 unconnected molecules or ions with the total composition C3H5NO2 (wB97M-V/def2-TZVPD).

Last column: Mulliken charge in e.
Geometry (Å):
C: -0.56 -0.14 -1.16  -0.815
N: 0.25 -0.23 0.06  -0.167
C: -0.70 -0.72 1.98  0.004
O: -1.67 -0.14 2.09  -0.144
C: 1.30 0.63 0.16  0.055
O: 1.68 1.39 -0.71  -0.552
H: 0.01 -0.50 -2.03  0.281
H: -0.86 0.90 -1.38  0.289
H: -1.48 -0.74 -1.06  0.317
H: 0.24 -1.01 0.91  0.427
H: 1.79 0.56 1.15  0.305

## Properties
Relative energy (zero: lowest compared OMol25 entry of this formula, charge and spin), kcal/mol: 54.8
Lowest unoccupied orbital energy, Eh: 0.0223
Spin multiplicity: 1
HOMO, eV: -9.73
Frontier orbital gap, eV: 10.34

Record 11
Entry from OMol25: a single C3H5NO2 molecule (wB97M-V/def2-TZVPD).

Last column: Mulliken charge in e.
Geometry (Å):
C: 0.87 0.41 0.19  -0.082
C: 1.92 -0.34 -0.18  -0.583
C: -1.39 -0.78 -0.09  0.168
H: -2.17 1.36 0.30  0.384
H: 1.11 1.17 0.96  0.293
H: 1.94 -1.14 -1.04  0.228
H: 2.98 -0.14 0.26  0.222
H: -0.98 -1.80 0.13  0.307
N: -0.49 0.29 -0.26  0.170
O: -1.17 1.49 -0.29  -0.491
O: -2.62 -0.50 0.02  -0.616

## Properties
Relative energy (zero: lowest compared OMol25 entry of this formula, charge and spin), kcal/mol: 95.4
Structure (SMILES): C=CN(O)C=O
Lowest unoccupied orbital energy, Eh: 0.0316
Spin multiplicity: 1
HOMO, eV: -9.19
Frontier orbital gap, eV: 10.05

Record 12
Entry from OMol25: a single C3H5NO2 molecule (wB97M-V/def2-TZVPD).

Last column: Mulliken charge in e.
Geometry (Å):
C: 1.02 -1.30 -0.63  -0.966
C: 0.32 -0.01 -0.34  0.812
O: 0.60 0.94 -1.05  -0.582
C: -0.79 0.20 0.70  0.305
O: -1.33 -0.70 1.31  -0.600
N: -1.07 1.53 0.78  -0.326
H: 1.21 -1.07 -1.68  0.322
H: 2.00 -1.37 -0.16  0.270
H: 0.46 -2.22 -0.42  0.282
H: -0.62 2.14 0.11  0.258
H: -1.81 1.85 1.37  0.225

## Properties
Relative energy (zero: lowest compared OMol25 entry of this formula, charge and spin), kcal/mol: 10.7
Structure (SMILES): CC(=O)C(N)=O
Lowest unoccupied orbital energy, Eh: 0.0048
Spin multiplicity: 1
HOMO, eV: -9.80
Frontier orbital gap, eV: 9.93

Record 13
Entry from OMol25: 2 unconnected molecules or ions with the total composition C3H5NO2 (wB97M-V/def2-TZVPD).

Last column: Mulliken charge in e.
Geometry (Å):
N: -1.74 -1.56 -0.78  -0.603
C: -0.98 -0.73 -0.23  0.676
O: -0.27 -1.06 0.94  -0.144
C: 0.42 -0.06 1.43  -0.412
C: 0.08 1.08 0.52  -0.043
O: -0.70 0.54 -0.55  -0.366
H: -2.19 -1.15 -1.59  0.284
H: 2.20 -0.51 -0.01  -0.019
H: 2.18 -0.53 0.74  0.102
H: -0.54 1.76 1.12  0.269
H: 0.92 1.64 0.11  0.256

## Properties
Relative energy (zero: lowest compared OMol25 entry of this formula, charge and spin), kcal/mol: 105.1
Lowest unoccupied orbital energy, Eh: 0.0085
Spin multiplicity: 1
HOMO, eV: -9.69
Frontier orbital gap, eV: 9.92

Record 14
Entry from OMol25: a single C3H5NO2 molecule (wB97M-V/def2-TZVPD).

Last column: Mulliken charge in e.
Geometry (Å):
C: -0.52 0.10 -0.70  -0.343
C: -0.48 0.19 0.84  0.528
C: 0.85 -0.37 -1.12  -0.035
O: -0.74 1.43 1.26  -0.456
N: 1.65 -0.95 -0.35  -0.657
O: -0.41 -0.75 1.59  -0.563
H: -0.90 1.44 2.22  0.348
H: 1.32 -1.50 0.44  0.317
H: -0.78 1.06 -1.15  0.280
H: -1.24 -0.68 -0.98  0.236
H: 1.25 0.04 -2.05  0.344

## Properties
Relative energy (zero: lowest compared OMol25 entry of this formula, charge and spin), kcal/mol: 25.8
Structure (SMILES): [H]/N=C\CC(=O)O
Lowest unoccupied orbital energy, Eh: 0.0237
Spin multiplicity: 1
HOMO, eV: -9.51
Frontier orbital gap, eV: 10.15

Record 15
Entry from OMol25: a single C3H5NO2 molecule (wB97M-V/def2-TZVPD).

Last column: Mulliken charge in e.
Geometry (Å):
C: -1.66 0.09 -0.17  -1.005
C: -0.33 0.26 0.52  0.613
O: -0.11 1.12 1.35  -0.526
N: 0.71 -0.56 0.06  -0.147
C: 1.95 0.01 -0.20  0.087
O: 2.84 -0.56 -0.77  -0.518
H: -1.51 -0.01 -1.25  0.315
H: -2.24 0.99 0.03  0.308
H: -2.20 -0.79 0.19  0.304
H: 0.52 -1.45 -0.38  0.256
H: 1.98 1.06 0.14  0.313

## Properties
Relative energy (zero: lowest compared OMol25 entry of this formula, charge and spin), kcal/mol: 5.2
Structure (SMILES): CC(=O)NC=O
Lowest unoccupied orbital energy, Eh: 0.0254
Spin multiplicity: 1
HOMO, eV: -10.28
Frontier orbital gap, eV: 10.97

Record 16
Entry from OMol25: 2 unconnected molecules or ions with the total composition C3H5NO2 (wB97M-V/def2-TZVPD).

Last column: Mulliken charge in e.
Geometry (Å):
O: 0.14 1.84 -0.86  -0.500
C: -0.24 0.94 0.14  -0.216
C: -0.65 -0.39 -0.31  -0.089
N: -0.56 -1.38 0.47  -0.612
C: 1.81 -1.05 0.25  0.161
O: 2.32 -2.04 0.44  -0.216
H: 0.42 2.66 -0.45  0.322
H: 0.36 1.01 1.06  0.376
H: -1.37 0.92 0.42  0.162
H: -1.17 -0.32 -1.28  0.414
H: -1.05 -2.19 0.12  0.199

## Properties
Relative energy (zero: lowest compared OMol25 entry of this formula, charge and spin), kcal/mol: 68.3
Lowest unoccupied orbital energy, Eh: 0.0282
Spin multiplicity: 1
HOMO, eV: -9.78
Frontier orbital gap, eV: 10.55

Record 17
Entry from OMol25: a single C3H5NO2 molecule (wB97M-V/def2-TZVPD).

Last column: Mulliken charge in e.
Geometry (Å):
C: 1.04 -0.57 -0.19  0.232
C: -1.30 0.37 0.27  -0.009
C: 0.06 0.59 0.30  -0.364
O: 2.41 -0.41 0.09  -0.541
O: -1.84 -0.83 0.07  -0.382
N: 0.46 0.20 -1.15  -0.648
H: 2.72 0.29 -0.51  0.372
H: -2.78 -0.74 -0.15  0.379
H: 0.76 -1.59 0.08  0.365
H: -2.00 1.19 0.44  0.293
H: 0.47 1.50 0.74  0.303

## Properties
Relative energy (zero: lowest compared OMol25 entry of this formula, charge and spin), kcal/mol: 111.5
Lowest unoccupied orbital energy (alpha / beta), Eh: -0.0015 / -0.0015
Spin multiplicity: 1
HOMO (alpha / beta), eV: -7.99 / -7.99
Frontier orbital gap (alpha / beta), eV: 7.95 / 7.95

Record 18
Entry from OMol25: a single C3H5NO2 molecule (wB97M-V/def2-TZVPD).

Last column: Mulliken charge in e.
Geometry (Å):
N: -0.10 -1.61 0.56  -0.381
C: 0.19 -0.35 0.98  0.247
O: 0.87 -0.09 1.95  -0.599
C: -0.33 0.77 0.11  0.211
C: 0.32 1.01 -1.18  -0.363
O: -0.99 0.44 -1.10  -0.447
H: -0.86 -1.76 -0.09  0.228
H: 0.18 -2.37 1.16  0.242
H: -0.75 1.61 0.67  0.365
H: 0.38 2.03 -1.56  0.258
H: 1.10 0.33 -1.51  0.238

## Properties
Relative energy (zero: lowest compared OMol25 entry of this formula, charge and spin), kcal/mol: 30.1
Structure (SMILES): NC(=O)[C@H]1CO1
Lowest unoccupied orbital energy, Eh: 0.0351
Spin multiplicity: 1
HOMO, eV: -9.99
Frontier orbital gap, eV: 10.95

Record 19
Entry from OMol25: a single C3H5NO2 molecule (wB97M-V/def2-TZVPD).

Last column: Mulliken charge in e.
Geometry (Å):
C: -1.70 -0.28 -0.90  -0.682
N: -1.29 0.51 0.25  -0.407
C: -0.11 0.52 0.65  0.085
O: 0.91 -0.22 0.05  -0.264
C: 2.16 -0.10 0.56  0.171
O: 2.49 0.61 1.47  -0.473
H: -2.16 0.40 -1.63  0.263
H: -2.48 -0.98 -0.57  0.260
H: -0.89 -0.84 -1.38  0.282
H: 0.22 1.11 1.51  0.403
H: 2.84 -0.75 -0.01  0.360

## Properties
Relative energy (zero: lowest compared OMol25 entry of this formula, charge and spin), kcal/mol: 29.2
Structure (SMILES): C/N=C\OC=O
Lowest unoccupied orbital energy, Eh: 0.0325
Spin multiplicity: 1
HOMO, eV: -10.21
Frontier orbital gap, eV: 11.09

Record 20
Entry from OMol25: 3 unconnected molecules or ions with the total composition C3H5NO2 (wB97M-V/def2-TZVPD).

Last column: Mulliken charge in e.
Geometry (Å):
N: 2.60 0.82 0.17  -0.397
C: 2.15 0.23 -0.71  0.096
O: -0.32 -1.11 -1.18  -0.450
C: -0.77 -1.48 -0.12  -0.191
C: -0.83 1.32 0.63  -0.135
O: -1.54 0.68 1.38  -0.433
H: 0.05 1.87 0.98  0.269
H: 1.65 -0.34 -1.48  0.334
H: -0.14 -1.55 0.80  0.310
H: -1.83 -1.76 -0.01  0.294
H: -1.02 1.34 -0.46  0.302

## Properties
Relative energy (zero: lowest compared OMol25 entry of this formula, charge and spin), kcal/mol: 71.8
Structure (SMILES): C#N.C=O.C=O
Lowest unoccupied orbital energy, Eh: 0.0147
Spin multiplicity: 1
HOMO, eV: -10.47
Frontier orbital gap, eV: 10.87

Number 1: F_max 0.44 eV/Å. Number 2: F_max 1.09 eV/Å. Number 3: F_max 2.44 eV/Å. Number 4: F_max 0.70 eV/Å. Number 5: F_max 5.05 eV/Å. Number 6: F_max 1.95 eV/Å. Number 7: F_max 1.21 eV/Å. Number 8: F_max 0.83 eV/Å. Number 9: F_max 2.81 eV/Å. Number 10: F_max 4.04 eV/Å. Number 11: F_max 4.75 eV/Å. Number 12: F_max 1.11 eV/Å. Number 13: F_max 0.39 eV/Å. Number 14: F_max 2.56 eV/Å. Number 15: F_max 0.46 eV/Å. Number 16: F_max 2.29 eV/Å. Number 17: F_max 0.82 eV/Å. Number 18: F_max 0.31 eV/Å. Number 19: F_max 0.61 eV/Å. Number 20: F_max 1.11 eV/Å.